112
Properties=species:S:1:pos:R:3:forces:R:3:mulliken_charge:R:1 method="wB97M-V/def2-TZVPD" gap_ev=9.85 smiles="O=C1O[C@@H](I)[C@H](CCOCC(F)(F)C(F)(F)C(F)(F)C(F)F)O1.CCCCCC.CCCCCC.CCCCCC.CCCCCC" homo_ev=-10.5 lumo_ev=-0.64
O 5.80759 -1.19910 -2.76903 0.39 5.42 8.42 -0.5014
C 5.82359 -0.49387 -1.63210 -0.29 -1.65 -2.27 0.5585
O 5.82043 -0.99206 -0.21708 -1.17 0.49 -2.71 -0.2911
C 4.73756 -0.18587 0.37030 -0.14 0.56 -2.33 -0.5198
I 4.11644 -0.51013 2.44345 0.86 0.12 -1.22 0.1011
C 5.23171 1.34499 -0.08545 -1.74 -2.10 1.54 0.2085
C 3.80583 2.15402 -0.07212 0.51 0.71 -1.49 0.0113
C 3.86372 3.67644 -0.68069 0.48 -0.33 0.49 -0.5681
O 2.63513 4.36908 -0.17637 -0.12 -1.62 -1.52 -0.4120
C 1.43423 3.84249 -0.84333 0.46 1.18 -0.57 -0.7916
C 0.32323 3.16543 0.15356 0.73 1.26 1.09 0.9300
F 0.81693 2.03495 0.97277 -1.49 2.93 -2.46 -0.2387
F -0.13808 4.21432 1.13808 1.32 -3.50 -3.05 -0.3083
C -0.94157 2.69227 -0.77750 -2.55 0.96 -0.24 0.3123
F -0.63039 2.51494 -2.21521 -0.55 0.51 4.35 -0.3001
F -1.96926 3.77785 -0.69699 3.23 -3.41 -0.42 -0.2505
C -1.65988 1.28374 -0.27899 -3.33 -0.51 0.03 0.6267
F -2.97096 1.22905 -1.02758 3.94 0.34 2.43 -0.3155
F -2.03025 1.28067 1.16375 1.65 0.26 -4.80 -0.2162
C -0.82707 -0.07214 -0.73700 -0.54 -2.39 -0.24 0.5862
F -1.51879 -0.64892 -1.94988 2.31 1.91 3.83 -0.3113
F -0.84895 -1.14350 0.31633 -0.16 3.58 -3.15 -0.2450
O 5.80874 0.98178 -1.42133 -0.97 -2.19 -0.18 -0.3546
H 3.78199 -0.51840 -0.26330 1.82 1.10 1.56 0.4036
H 6.03508 1.77878 0.68006 -1.59 -0.95 -2.04 0.3388
H 3.39091 2.24549 1.03099 1.02 -0.41 -2.32 0.2676
H 3.06032 1.54546 -0.77717 1.53 1.16 1.78 -0.0626
H 4.80896 4.26579 -0.27948 -2.22 -1.14 -0.61 0.3308
H 3.93698 3.70816 -1.86282 -0.36 -0.17 2.40 0.2639
H 1.79694 3.16166 -1.72396 -1.21 0.84 1.82 0.3981
H 0.90057 4.78015 -1.35461 0.79 -2.11 1.28 0.3393
H 0.30755 0.13365 -0.98866 -2.55 -0.52 0.43 -0.0096
C 7.56070 -2.72754 2.03369 -0.11 0.03 0.14 -0.8726
C 8.96910 -2.58016 1.48022 -0.01 -0.03 -0.18 -0.4769
C 9.23301 -3.47756 0.26712 0.12 0.05 -0.03 -0.6127
C 9.13452 -4.98301 0.53812 -0.14 -0.01 0.07 -0.7036
C 10.06563 -5.50653 1.63517 -0.09 -0.09 -0.15 -0.3645
C 11.53827 -5.32092 1.30363 0.17 -0.04 0.21 -1.1779
H 7.36842 -3.74378 2.38809 0.00 0.06 -0.02 0.2852
H 7.41686 -2.05081 2.88035 -0.08 -0.05 -0.03 0.3957
H 6.81443 -2.48087 1.27104 0.14 -0.12 0.15 0.0871
H 9.69917 -2.77972 2.27182 0.00 0.00 -0.08 0.3018
H 9.11831 -1.53713 1.18006 0.05 -0.06 0.02 0.3635
H 10.22541 -3.24209 -0.13403 -0.07 -0.05 0.01 0.3240
H 8.52048 -3.22052 -0.52694 0.04 -0.01 0.09 0.2850
H 9.34876 -5.51745 -0.39595 0.00 0.03 0.09 0.3858
H 8.10194 -5.24133 0.80030 0.07 0.04 -0.05 0.2909
H 9.87109 -6.57660 1.77529 -0.03 0.12 0.02 0.3656
H 9.83993 -5.02716 2.59331 -0.03 0.00 -0.06 0.2348
H 11.79616 -5.83910 0.37504 0.00 0.08 0.05 0.2900
H 12.15935 -5.73448 2.10583 0.00 0.07 -0.16 0.3727
H 11.79935 -4.26492 1.19463 0.01 -0.09 -0.02 0.2806
C -4.13143 -1.11966 2.03303 0.03 0.01 -0.19 -0.9817
C -4.09645 0.09520 2.94655 0.03 -0.07 0.24 -0.1041
C -4.72282 -0.16924 4.31926 0.01 0.12 0.03 -0.9187
C -6.21262 -0.52907 4.29590 0.00 -0.11 -0.09 -0.7723
C -7.12049 0.51109 3.63378 -0.04 -0.14 0.12 -0.3580
C -7.11037 1.85193 4.35148 -0.11 0.20 -0.14 -1.1924
H -5.15557 -1.43676 1.81882 0.07 -0.01 0.01 0.3202
H -3.65260 -0.88589 1.07827 -0.04 -0.13 0.04 0.2124
H -3.59639 -1.96205 2.48413 -0.07 0.05 -0.05 0.2782
H -4.59027 0.94035 2.45530 0.02 -0.02 0.06 0.2721
H -3.05191 0.39175 3.09238 -0.16 0.00 0.04 0.1999
H -4.56938 0.71337 4.95067 -0.03 -0.07 -0.02 0.3527
H -4.17622 -0.98567 4.80811 -0.03 0.06 -0.06 0.3859
H -6.54658 -0.68727 5.32908 0.00 0.03 -0.09 0.4124
H -6.34947 -1.49028 3.78695 0.04 0.07 0.05 0.2950
H -8.14678 0.12475 3.62939 0.11 0.01 -0.04 0.3767
H -6.84297 0.65239 2.58413 0.02 -0.05 0.05 0.2538
H -7.43723 1.73981 5.38968 0.07 0.03 -0.05 0.2977
H -7.79383 2.54945 3.85483 0.10 -0.03 0.14 0.3667
H -6.11575 2.30568 4.34889 -0.08 -0.02 0.03 0.2856
C -2.63276 6.67302 -2.64854 0.15 0.14 -0.05 -1.0799
C -3.64511 6.75911 -1.51743 -0.06 -0.19 0.07 -0.4965
C -4.79956 5.76379 -1.66965 -0.06 0.02 0.11 -0.3444
C -5.67012 5.96313 -2.91540 0.10 0.01 -0.10 -0.7963
C -6.31343 7.34684 -3.04212 -0.05 -0.18 -0.09 -0.3795
C -7.27520 7.66155 -1.90679 -0.08 0.26 0.02 -1.1763
H -3.08386 6.91081 -3.61563 0.06 -0.05 0.05 0.3319
H -1.81993 7.38474 -2.48043 0.00 -0.07 -0.08 0.3574
H -2.19866 5.66930 -2.70751 -0.07 0.07 -0.04 0.1623
H -4.02764 7.78255 -1.44200 -0.01 -0.07 0.01 0.3840
H -3.13047 6.55271 -0.57254 -0.08 0.04 -0.03 0.3383
H -5.42718 5.81482 -0.77260 0.03 -0.02 -0.08 0.3396
H -4.39061 4.74565 -1.69132 -0.01 0.10 0.01 0.1218
H -6.46044 5.20195 -2.91062 0.05 0.08 0.00 0.3967
H -5.07346 5.76896 -3.81428 -0.03 -0.01 0.08 0.3014
H -6.86484 7.38880 -3.98908 0.10 0.01 0.07 0.3677
H -5.54538 8.12489 -3.10134 0.00 -0.07 -0.01 0.2325
H -8.08207 6.92365 -1.86481 0.07 0.04 0.05 0.2896
H -7.72639 8.64827 -2.05879 0.00 -0.15 0.10 0.3738
H -6.76839 7.67562 -0.93823 -0.07 -0.02 -0.05 0.2830
C -1.86235 -4.11053 0.20207 0.18 0.00 0.14 -1.1291
C -1.84210 -3.98942 -1.31337 -0.21 0.08 -0.06 0.3564
C -2.96283 -4.78251 -1.99277 0.06 0.02 -0.12 -0.8540
C -2.90979 -6.29904 -1.77633 0.01 -0.01 0.14 -0.7835
C -1.61079 -6.97313 -2.22662 -0.18 -0.07 0.03 -0.3343
C -1.35779 -6.83831 -3.72022 0.25 -0.07 -0.08 -1.1807
H -1.71414 -5.14339 0.52847 -0.04 0.06 0.00 0.3790
H -1.05997 -3.50911 0.63793 -0.14 -0.10 0.05 0.3223
H -2.81421 -3.75308 0.60895 0.09 -0.05 -0.01 0.1936
H -0.86436 -4.30188 -1.69527 -0.05 -0.02 -0.03 0.2692
H -1.95307 -2.93264 -1.58014 0.03 -0.20 -0.01 -0.2322
H -2.94477 -4.56529 -3.06688 -0.02 -0.04 0.07 0.3310
H -3.93027 -4.41365 -1.62901 0.10 -0.01 -0.01 0.3897
H -3.75191 -6.75468 -2.31227 0.09 0.01 0.03 0.3964
H -3.07346 -6.52377 -0.71596 -0.01 0.04 -0.08 0.2948
H -1.66724 -8.03935 -1.97653 0.02 0.12 0.03 0.3851
H -0.75652 -6.57386 -1.67023 -0.08 0.01 0.01 0.2294
H -2.17711 -7.28069 -4.29493 0.05 0.08 0.01 0.2932
H -0.43312 -7.35852 -3.99345 -0.14 0.08 -0.06 0.3712
H -1.24970 -5.79265 -4.02036 -0.03 -0.08 -0.01 0.2781